Record 1
The following is a quantum chemistry calculation of a cluster of 10 separate species, C24H73N5O10 in total, from the Open Molecules 2025 dataset.

Structure (XYZ):
```
112
Properties=species:S:1:pos:R:3:mulliken_charge:R:1
C 4.7403 -0.1226 0.3068 -1.09
C 5.6302 -0.3309 1.5327 0.66
C 4.8752 -0.9317 2.7000 -0.81
O 3.8332 -0.0460 3.0692 0.11
C 3.3515 -0.2987 4.3781 -0.87
N 6.7837 -1.2012 1.2688 -0.81
H 4.5607 -1.0421 -0.2551 0.31
H 5.1949 0.5990 -0.3756 0.32
H 3.7803 0.3155 0.5972 0.14
H 5.9637 0.6580 1.8600 0.29
H 5.5721 -1.0866 3.5292 0.42
H 4.4223 -1.8889 2.3929 0.10
H 3.0012 -1.3334 4.4861 0.30
H 2.5358 0.3965 4.5666 0.24
H 4.1491 -0.1670 5.1197 0.35
H 6.4285 -2.1395 1.0986 0.26
H 7.2180 -0.9338 0.3913 0.29
C -2.5045 1.6029 0.0667 -1.41
C -1.7820 0.3322 -0.3607 2.83
C -0.9099 -0.2073 0.7567 0.36
O -0.0044 0.7774 1.1319 -0.43
C 0.9855 0.3444 2.0420 0.00
N -2.7375 -0.6770 -0.8548 -0.63
H -3.1802 1.9277 -0.7277 0.22
H -1.7834 2.4121 0.1926 0.38
H -3.0594 1.4762 0.9987 0.24
H -1.1336 0.5700 -1.2101 -1.88
H -0.3930 -1.1253 0.4283 -0.35
H -1.5743 -0.5361 1.5816 0.22
H 1.3346 1.2170 2.5913 0.20
H 1.8170 -0.1506 1.5411 -0.56
H 0.5294 -0.3169 2.7944 0.43
H -3.4102 -0.9446 -0.1400 0.16
H -2.1631 -1.5086 -1.0026 0.25
C 0.1653 2.6246 -3.1752 -0.80
C 0.5279 1.5136 -4.1742 0.09
C 0.7141 0.1995 -3.4393 -0.04
O 1.5957 0.3579 -2.3405 -0.28
C 1.7585 -0.8298 -1.6134 0.79
N -0.5768 1.4315 -5.1513 -0.71
H 0.9853 2.7379 -2.4643 0.45
H -0.7391 2.3854 -2.6124 -0.13
H 0.0531 3.5748 -3.6956 0.16
H 1.4503 1.8308 -4.6651 0.43
H 1.0458 -0.5812 -4.1431 0.36
H -0.2655 -0.1141 -3.0385 -0.09
H 0.7804 -1.2710 -1.3630 -0.35
H 2.2273 -0.5903 -0.6577 -0.90
H 2.3610 -1.5537 -2.1750 0.56
H -1.4094 1.2028 -4.6059 0.20
H -0.4385 0.6034 -5.7289 0.31
C -3.4295 4.1683 -3.1033 -0.79
C -3.3553 5.4924 -3.8276 0.48
C -1.9596 6.0984 -3.7432 -0.68
O -1.5741 6.5295 -2.4421 -0.34
C -2.3327 7.5859 -1.9415 -0.75
N -3.7682 5.2989 -5.2293 -0.80
H -3.1412 4.2582 -2.0561 0.34
H -2.7825 3.4274 -3.5840 -0.14
H -4.4463 3.7768 -3.1707 0.34
H -4.0256 6.2308 -3.3784 0.32
H -1.8401 6.9306 -4.4519 0.42
H -1.2081 5.3431 -3.9959 0.13
H -1.8174 8.0230 -1.0852 0.27
H -3.3233 7.2767 -1.5745 0.27
H -2.5131 8.3960 -2.6632 0.32
H -3.1280 4.6102 -5.6304 0.28
H -3.5387 6.1351 -5.7645 0.29
C 2.4894 -6.8282 3.4335 -1.44
C 1.3743 -6.9255 2.3996 0.75
C 1.3892 -5.7907 1.3950 -0.50
O 1.5428 -4.5674 2.0587 -0.35
C 1.6567 -3.4786 1.1698 0.06
N 1.5064 -8.1873 1.6460 -0.75
H 2.3556 -5.9094 4.0038 0.31
H 3.4688 -6.7795 2.9551 0.32
H 2.4399 -7.6938 4.0917 0.39
H 0.4351 -6.9187 2.9720 0.20
H 0.4234 -5.7811 0.8639 0.04
H 2.2005 -5.9841 0.6784 0.33
H 1.5712 -2.5587 1.7418 -0.01
H 0.8087 -3.4958 0.4695 -0.20
H 2.5874 -3.5232 0.5933 0.34
H 1.1288 -8.9546 2.1924 0.27
H 0.9161 -8.1710 0.8176 0.23
O 4.0383 2.8772 3.3671 -0.68
H 3.8884 1.9292 3.4726 0.27
H 3.5191 3.2956 4.0594 0.32
C -4.3399 0.6448 -3.5783 -0.75
O -2.9676 0.2857 -3.5995 -0.46
H -5.0115 -0.2133 -3.6813 0.30
H -4.6085 1.1907 -2.6691 0.22
H -4.5159 1.3026 -4.4295 0.32
H -2.8016 -0.2212 -2.7893 0.23
C -0.6507 2.2760 4.7181 -0.38
O 0.3304 2.0685 5.7422 -0.54
H -1.3301 1.4284 4.6214 0.18
H -1.2200 3.1709 4.9844 0.35
H -0.1750 2.4578 3.7575 0.12
H 0.0187 1.3829 6.3368 0.31
C -4.5454 -0.9079 2.8953 -0.34
O -4.3989 -1.9392 1.9144 -0.47
H -4.6477 -1.3236 3.8995 0.35
H -3.6590 -0.2761 2.8601 -0.05
H -5.4561 -0.3528 2.6821 0.22
H -4.3068 -2.8075 2.3104 0.28
C -1.8563 -3.9881 -0.4475 -0.22
O -1.1324 -3.1653 -1.3733 -0.63
H -2.6559 -3.4175 0.0203 0.10
H -2.3062 -4.7919 -1.0368 0.37
H -1.2310 -4.3968 0.3467 -0.01
H -0.3962 -3.7055 -1.6759 0.32
```

Output
SMILES string = COC[C@H](C)N.COC[C@H](C)N.COC[C@H](C)N.COC[C@H](C)N.COC[C@H](C)N.CO.CO.CO.CO.O
E_LUMO = 0.2 eV
relative energy (zero: lowest compared OMol25 entry of this formula, charge and spin) = 0.061 eV
strongest force on any atom = 0.024 hartree/bohr
orbital gap = 0.3332 Eh

Record 2
The following is a quantum chemistry calculation of a structure of composition C31H18Cl6IMgN4O6, from the Open Molecules 2025 dataset.

Structure (XYZ):
```
67
Properties=species:S:1:pos:R:3:mulliken_charge:R:1
Mg 0.8854 1.2653 0.3030 2.03
O 3.3290 1.8718 3.5697 -0.65
C 2.8194 1.7929 2.2631 0.48
O 1.6087 1.3976 2.1616 -0.62
C 3.0848 3.1320 1.5543 -0.79
O 2.7128 3.0493 0.1940 -0.18
C 3.7067 2.5924 -0.7240 -1.61
C 3.3172 0.1187 0.1920 0.34
O 4.3325 -0.7887 -0.3038 -0.66
O 2.1710 -0.3807 0.3942 -0.55
H 2.6920 1.3638 4.0895 0.43
H 4.1227 3.4658 1.6692 0.39
H 2.4087 3.8490 2.0189 0.40
H 4.6981 2.8527 -0.3417 0.40
H 3.5396 3.1542 -1.6446 0.37
Cl 6.6035 -0.9509 -3.0892 -0.29
C 5.0417 -0.3100 -2.6104 -0.52
C 4.0074 -0.3560 -3.4649 -0.03
C 2.7125 0.1486 -3.1363 -0.47
I 1.1095 -0.1910 -4.4402 -0.09
C 2.4518 0.8457 -1.9862 -0.65
O 1.3376 1.3290 -1.6143 -0.26
C 3.6026 1.0944 -1.0186 1.55
N 3.8855 0.8056 1.4568 0.30
C 5.1291 0.9984 1.6701 0.09
C 6.2430 0.9056 0.7340 -0.80
C 6.1332 0.7079 -0.5829 -1.25
C 4.8720 0.2026 -1.2237 1.67
H 4.1491 -0.8060 -4.4395 0.41
H 5.3482 1.4575 2.6328 0.47
H 7.2017 1.2002 1.1423 0.35
H 7.0026 0.8578 -1.2105 0.46
Cl -1.5826 1.2621 2.4963 -0.20
C -1.6951 2.6229 1.4011 1.19
C -0.6832 2.8048 0.4593 -2.03
C -0.8657 3.9257 -0.3515 1.07
Cl 0.3121 4.2945 -1.5831 -0.21
C -1.9526 4.7982 -0.2453 -0.43
Cl -2.0970 6.1911 -1.2641 -0.22
C -2.9438 4.5454 0.6965 0.63
Cl -4.3146 5.5886 0.8291 -0.22
C -2.8183 3.4396 1.5283 -0.49
Cl -4.0583 3.1037 2.6898 -0.23
N -3.8620 -4.1904 0.5210 0.05
C -5.0919 -4.7789 0.3393 0.69
C -5.6304 -5.9911 0.7553 -1.01
C -6.9352 -6.2523 0.3817 -0.40
C -7.6763 -5.3361 -0.3802 -0.46
C -7.1339 -4.1342 -0.7905 -0.72
C -5.8186 -3.8523 -0.4256 0.49
N -5.0417 -2.7420 -0.6937 -0.68
C -3.8942 -2.9754 -0.1187 0.01
C -2.7464 -2.0602 -0.1303 1.13
C -1.5999 -2.3031 0.6179 -1.16
C -0.5650 -1.3862 0.5793 -0.49
N -0.6255 -0.2684 -0.1430 -0.06
C -1.7114 -0.0477 -0.8810 -0.73
C -2.7926 -0.9083 -0.9068 -0.87
H -3.0782 -4.5798 1.0119 0.15
H -5.0594 -6.6974 1.3443 0.37
H -7.3967 -7.1836 0.6834 0.37
H -8.6959 -5.5818 -0.6477 0.37
H -7.7003 -3.4228 -1.3764 0.43
H -1.4930 -3.1834 1.2383 0.26
H 0.3539 -1.5350 1.1323 0.48
H -1.7017 0.8609 -1.4715 0.71
H -3.6645 -0.7026 -1.5104 0.50
```

Output
E_LUMO = 1.4 eV
strongest force on any atom = 0.012 hartree/bohr
net charge = -1
orbital gap = 0.2177 Eh

Record 3
The following is a quantum chemistry calculation of a cluster of 2 separate species, C17H35N3O3 in total, from the Open Molecules 2025 dataset.

Structure (XYZ):
```
58
Properties=species:S:1:pos:R:3:mulliken_charge:R:1
O -1.1274 -1.3051 -6.0183 -0.55
O 6.5556 -0.6883 2.2623 -0.67
O 2.2816 -3.0591 3.7104 -0.65
C -2.2929 -1.5245 -5.7246 -0.10
C 5.4825 -1.2566 2.3799 0.65
C 2.8230 -1.9753 3.8967 0.28
N 3.3880 -1.6557 5.0682 -0.10
N -2.9191 -0.8413 -4.6985 -0.13
N 4.3780 -0.5246 2.5538 -0.11
C 5.4408 -2.7727 2.3345 -0.86
C 3.4018 -2.5252 6.2436 -0.90
C -4.7453 5.4242 -1.1990 -1.26
C -1.6516 -0.4483 -2.6650 -1.45
C 0.1532 -0.0304 1.5404 -1.48
C 0.3383 -1.9980 0.0559 -1.69
C -3.5588 4.5280 -1.5505 -0.29
C -4.0024 3.3986 -2.4822 -0.75
C -2.8573 2.4150 -2.7393 -0.48
C -3.3792 1.2171 -3.5433 -1.08
C -2.2881 0.1992 -3.8976 0.47
C 0.8010 -1.4099 1.3892 0.74
C 2.3418 -1.3369 1.4010 -0.98
C 2.9811 -0.9482 2.7553 0.01
H -2.8463 -2.2750 -6.2804 0.40
H 3.8686 -0.7716 5.1268 0.28
H -3.8871 -1.0786 -4.5046 0.25
H 4.5536 0.4676 2.5279 0.23
H 4.7102 -3.1113 1.6059 0.29
H 6.4236 -3.1390 2.0410 0.32
H 5.1963 -3.1666 3.3178 0.19
H 3.6811 -3.5398 5.9507 0.29
H 2.4076 -2.5552 6.6933 0.29
H 4.1210 -2.1564 6.9768 0.34
H -5.5336 4.8432 -0.7105 0.32
H -5.1580 5.8857 -2.1017 0.31
H -4.4256 6.2180 -0.5171 0.38
H -2.4178 -0.8843 -2.0171 0.24
H -1.0815 0.2877 -2.0913 0.34
H -0.9616 -1.2404 -2.9724 0.48
H 0.3720 0.3820 2.5233 0.38
H -0.9287 -0.1223 1.4461 0.43
H 0.5228 0.6456 0.7692 0.28
H -0.7496 -2.0489 0.0315 0.45
H 0.7335 -3.0081 -0.0521 0.41
H 0.6929 -1.3832 -0.7714 0.31
H -3.1425 4.1074 -0.6294 0.31
H -2.7766 5.1222 -2.0343 0.31
H -4.8399 2.8644 -2.0216 0.34
H -4.3518 3.8169 -3.4320 0.33
H -2.4558 2.0746 -1.7803 0.23
H -2.0518 2.9134 -3.2883 0.31
H -4.1669 0.7166 -2.9705 0.33
H -3.8260 1.5858 -4.4727 0.34
H -1.5097 0.7093 -4.4772 0.35
H 0.4449 -2.0543 2.1910 0.30
H 2.6555 -0.6167 0.6432 0.36
H 2.7248 -2.3117 1.1042 0.23
H 2.4578 -0.0592 3.1032 0.37
```

Output
SMILES string = CNC(=O)[C@H](CC(C)C)NC(C)=O.CCCCC[C@@H](C)NC=O
E_LUMO = 0.5 eV
relative energy (zero: lowest compared OMol25 entry of this formula, charge and spin) = 0.000 eV
strongest force on any atom = 0.042 hartree/bohr
orbital gap = 0.3702 Eh

Copy entry 3 word for word.
The following is a quantum chemistry calculation of a cluster of 2 separate species, C17H35N3O3 in total, from the Open Molecules 2025 dataset.

Structure (XYZ):
```
58
Properties=species:S:1:pos:R:3:mulliken_charge:R:1
O -1.1274 -1.3051 -6.0183 -0.55
O 6.5556 -0.6883 2.2623 -0.67
O 2.2816 -3.0591 3.7104 -0.65
C -2.2929 -1.5245 -5.7246 -0.10
C 5.4825 -1.2566 2.3799 0.65
C 2.8230 -1.9753 3.8967 0.28
N 3.3880 -1.6557 5.0682 -0.10
N -2.9191 -0.8413 -4.6985 -0.13
N 4.3780 -0.5246 2.5538 -0.11
C 5.4408 -2.7727 2.3345 -0.86
C 3.4018 -2.5252 6.2436 -0.90
C -4.7453 5.4242 -1.1990 -1.26
C -1.6516 -0.4483 -2.6650 -1.45
C 0.1532 -0.0304 1.5404 -1.48
C 0.3383 -1.9980 0.0559 -1.69
C -3.5588 4.5280 -1.5505 -0.29
C -4.0024 3.3986 -2.4822 -0.75
C -2.8573 2.4150 -2.7393 -0.48
C -3.3792 1.2171 -3.5433 -1.08
C -2.2881 0.1992 -3.8976 0.47
C 0.8010 -1.4099 1.3892 0.74
C 2.3418 -1.3369 1.4010 -0.98
C 2.9811 -0.9482 2.7553 0.01
H -2.8463 -2.2750 -6.2804 0.40
H 3.8686 -0.7716 5.1268 0.28
H -3.8871 -1.0786 -4.5046 0.25
H 4.5536 0.4676 2.5279 0.23
H 4.7102 -3.1113 1.6059 0.29
H 6.4236 -3.1390 2.0410 0.32
H 5.1963 -3.1666 3.3178 0.19
H 3.6811 -3.5398 5.9507 0.29
H 2.4076 -2.5552 6.6933 0.29
H 4.1210 -2.1564 6.9768 0.34
H -5.5336 4.8432 -0.7105 0.32
H -5.1580 5.8857 -2.1017 0.31
H -4.4256 6.2180 -0.5171 0.38
H -2.4178 -0.8843 -2.0171 0.24
H -1.0815 0.2877 -2.0913 0.34
H -0.9616 -1.2404 -2.9724 0.48
H 0.3720 0.3820 2.5233 0.38
H -0.9287 -0.1223 1.4461 0.43
H 0.5228 0.6456 0.7692 0.28
H -0.7496 -2.0489 0.0315 0.45
H 0.7335 -3.0081 -0.0521 0.41
H 0.6929 -1.3832 -0.7714 0.31
H -3.1425 4.1074 -0.6294 0.31
H -2.7766 5.1222 -2.0343 0.31
H -4.8399 2.8644 -2.0216 0.34
H -4.3518 3.8169 -3.4320 0.33
H -2.4558 2.0746 -1.7803 0.23
H -2.0518 2.9134 -3.2883 0.31
H -4.1669 0.7166 -2.9705 0.33
H -3.8260 1.5858 -4.4727 0.34
H -1.5097 0.7093 -4.4772 0.35
H 0.4449 -2.0543 2.1910 0.30
H 2.6555 -0.6167 0.6432 0.36
H 2.7248 -2.3117 1.1042 0.23
H 2.4578 -0.0592 3.1032 0.37
```

Output
SMILES string = CNC(=O)[C@H](CC(C)C)NC(C)=O.CCCCC[C@@H](C)NC=O
E_LUMO = 0.5 eV
relative energy (zero: lowest compared OMol25 entry of this formula, charge and spin) = 0.000 eV
strongest force on any atom = 0.042 hartree/bohr
orbital gap = 0.3702 Eh

- orbital gap of number 1 (C24H73N5O10)?
  0.3332 Eh